A molecular structure, C21H36GeN4O3PtSSi2, computed with ωB97M-V/def2-TZVPD.

Geometry (Å):
Pt 0.5174 -0.4328 0.3762
N 2.4021 2.1206 -0.0633
C 1.7140 1.1878 -0.0005
C -0.5363 -2.0457 -4.3244
Ge -0.6995 -2.2859 -2.3674
C -2.6098 -2.1307 -1.9448
C -0.1594 -4.1538 -2.0555
C 0.3526 -0.8443 -1.5863
H -1.0876 -2.8247 -4.8564
H 0.5103 -2.0970 -4.6306
H -0.9329 -1.0756 -4.6277
H -3.1675 -2.9759 -2.3537
H -3.0179 -1.2127 -2.3720
H -2.7629 -2.0953 -0.8682
H -0.8794 -4.8071 -2.5548
H -0.1369 -4.4067 -0.9973
H 0.8280 -4.3464 -2.4782
H -0.1153 0.0652 -1.9877
H 1.3648 -0.8674 -2.0027
C -0.7629 -0.1565 3.3342
Si -1.5502 -1.5789 2.3631
C -3.1604 -0.9481 1.6282
C -2.0917 -2.8642 3.6521
C -0.3588 -2.2014 1.1013
Si 1.1916 -3.0753 1.6200
C 0.8217 -4.7874 2.3667
C 2.4305 -3.4515 0.2420
C 2.1467 -2.1481 2.9629
H -1.5196 0.3712 3.9219
H -0.3042 0.5859 2.6683
H 0.0112 -0.5081 4.0183
H -3.7483 -0.4397 2.3983
H -3.7727 -1.7673 1.2414
H -2.9774 -0.2431 0.8179
H -2.8577 -2.4511 4.3157
H -1.2544 -3.1980 4.2703
H -2.5139 -3.7458 3.1614
H -0.9067 -2.8560 0.4113
H 0.2151 -5.3828 1.6773
H 0.2713 -4.7115 3.3072
H 1.7469 -5.3412 2.5580
H 2.1292 -4.3133 -0.3565
H 3.4008 -3.6849 0.6928
H 2.5599 -2.5941 -0.4192
H 1.5716 -2.0736 3.8887
H 2.4198 -1.1389 2.6445
H 3.0716 -2.6873 3.1907
O -8.1811 4.8494 -1.0449
S -8.3047 5.9635 -0.1272
O -8.2643 7.2760 -0.7532
O -9.3324 5.8055 0.8887
C -6.7602 5.9481 0.8480
N -6.6723 6.8733 1.8082
C -5.5489 6.8760 2.5061
C -4.5113 5.9883 2.2773
C -4.6975 5.0626 1.2594
N -5.8286 5.0525 0.5516
C -3.6667 4.0510 0.8935
C -2.4602 3.9301 1.5765
C -1.5394 2.9777 1.1675
N -1.7444 2.1435 0.1554
C -2.9010 2.2609 -0.4948
C -3.8832 3.1863 -0.1752
H -5.4681 7.6259 3.2886
H -3.6095 6.0308 2.8696
H -2.2172 4.5638 2.4185
H -0.5798 2.8875 1.6672
H -3.0551 1.5680 -1.3167
H -4.8092 3.2478 -0.7306

Atoms 1-2, force components in eV/Å:
Pt 0.4494 0.0359 0.0398
N 0.0714 -0.0735 -0.0650

Its electronic energy is -120821.252 eV. The value obtained for the relative energy (zero: lowest compared OMol25 entry of this formula, charge and spin) is 0.00 kJ/mol. As for the spin multiplicity: 1. The calculation puts the molar mass at 748.47 u. Its orbital gap is 7.75 eV. Its net charge is -2. The LUMO energy comes out at 0.1531 Ha.

A gas-phase ion, C21H36N3O4 (charge +1), computed with ωB97M-V/def2-TZVPD.

Geometry (Å):
C -1.0245 -4.1192 -2.0888
O -1.3859 -3.5304 -0.8617
C -0.4110 -3.0904 -0.0358
C 0.9373 -3.0228 -0.3534
C 1.8611 -2.5252 0.5605
C 3.2778 -2.2623 0.1281
N 3.2610 -0.9906 -0.6148
C 4.5281 -0.2649 -0.7168
C 4.2346 1.2050 -1.0262
C 3.3982 1.8521 0.0784
N 2.0943 1.1594 0.2296
C 1.4984 1.2564 1.5788
C 1.0025 2.6796 1.8473
O 0.0408 3.0633 0.8969
C 0.5474 2.9951 -0.4119
C 1.0581 1.5878 -0.7363
C 1.4403 -2.1416 1.8213
C 0.0981 -2.2004 2.1531
C -0.8377 -2.6274 1.2284
O -2.1818 -2.6529 1.4786
C -2.7398 -1.4558 1.9826
C -2.5339 -0.3288 0.9568
O -1.4051 0.0509 0.6734
N -3.6610 0.1333 0.4136
C -3.7803 1.2081 -0.5809
C -3.2646 2.5122 0.0313
C -5.2621 1.3363 -0.9258
C -2.9829 0.8321 -1.8315
H -0.3409 -4.9609 -1.9442
H -1.9532 -4.4826 -2.5244
H -0.5706 -3.3895 -2.7682
H 1.2812 -3.3419 -1.3252
H 3.6763 -3.0804 -0.4809
H 3.9199 -2.1391 1.0019
H 2.8766 -1.1587 -1.5414
H 5.0373 -0.3394 0.2474
H 5.1944 -0.6865 -1.4780
H 5.1756 1.7475 -1.1114
H 3.7234 1.2843 -1.9870
H 3.2529 2.9116 -0.1360
H 3.9333 1.7672 1.0266
H 2.3956 0.0961 -0.0131
H 2.2284 0.9540 2.3288
H 0.6399 0.5782 1.6003
H 0.5033 2.7210 2.8159
H 1.8423 3.3912 1.8522
H -0.2838 3.2426 -1.0735
H 1.3384 3.7473 -0.5532
H 1.4536 1.5531 -1.7507
H 0.2229 0.8897 -0.6316
H 2.1563 -1.7969 2.5517
H -0.2222 -1.8927 3.1359
H -3.7947 -1.6759 2.1499
H -2.2795 -1.1580 2.9334
H -4.5318 -0.2823 0.7053
H -2.2374 2.4009 0.3654
H -3.3139 3.3129 -0.7009
H -3.8747 2.7913 0.8869
H -5.4045 2.1252 -1.6587
H -5.6422 0.4080 -1.3468
H -5.8434 1.5872 -0.0411
H -3.3619 -0.0956 -2.2535
H -1.9359 0.6956 -1.5794
H -3.0685 1.6165 -2.5778

Atoms 1-2, force components in eV/Å:
C 0.0778 -0.0989 -0.2611
O -0.0455 0.1693 0.3868

Its electronic energy is -35015.713 eV. The value obtained for the relative energy (zero: lowest compared OMol25 entry of this formula, charge and spin) is 10.05 kJ/mol. As for the spin multiplicity: 1. The calculation puts the molar mass at 394.54 u. Its orbital gap is 8.68 eV. Its net charge is +1. The LUMO energy comes out at -0.0728 Ha.

A molecular structure, C21H36P2PdTe, computed with ωB97M-V/def2-TZVPD.

Geometry (Å):
P -1.5830 2.1336 -0.0456
P 0.4013 0.6730 -2.3943
C -1.7715 2.3793 -1.9431
C -1.3642 1.0589 -2.6148
H -1.1898 3.2499 -2.2938
H -2.8464 2.4976 -2.1041
H -1.9243 0.1806 -2.2092
H -1.5617 1.0843 -3.6952
C 1.5825 1.9965 -2.6149
H 2.5802 1.5535 -2.4944
H 1.4300 2.7572 -1.8076
H 1.4630 2.4140 -3.6188
C 0.4862 -0.3272 -3.9392
H 0.0993 0.2008 -4.8247
H -0.1121 -1.2518 -3.8849
H 1.5005 -0.6595 -4.1968
C -2.0665 3.4858 1.1745
H -2.1191 3.0187 2.1748
H -3.0566 3.7904 0.8440
H -1.4206 4.3832 1.2335
C -3.3108 1.4572 -0.0002
H -3.4459 0.7248 -0.8002
H -3.9258 2.3493 -0.2154
H -3.6230 1.0359 0.9619
Pd 0.4510 2.8925 -0.0009
C -0.2217 -3.1044 -2.1625
C 0.3574 -2.1663 -1.4581
C 0.0660 -1.3169 -0.2333
C -1.1878 -1.5100 0.6489
C -2.5560 -1.6682 0.0799
C -2.9741 -1.9533 -1.1702
C -2.8234 -3.2946 -1.8362
C -1.3763 -3.8697 -1.6210
C 0.6516 2.4646 2.4127
H 0.2179 -3.3155 -3.1771
H 1.2766 -1.7132 -1.8485
H 0.0501 -0.2077 -0.4367
H 0.9485 -1.4074 0.4422
H -1.0372 -2.3591 1.3328
H -1.3264 -0.5994 1.2159
H -3.2954 -1.6725 0.9176
H -3.7697 -1.2828 -1.4970
H -3.1151 -3.2246 -2.8992
H -3.4574 -4.1050 -1.4041
H -1.2905 -3.9367 -0.5433
H -1.2893 -4.8575 -2.0562
H 0.1871 1.5265 2.6899
H -0.0872 3.2381 2.1616
H 1.2724 2.9137 3.1888
Te 2.4144 1.3873 1.4384
C 3.5965 0.2087 2.9201
C 4.5242 0.8319 3.7617
C 5.1273 0.1119 4.8132
C 4.8428 -1.2480 4.9749
C 3.9705 -1.8965 4.0894
C 3.3562 -1.1651 3.0526
H 4.7306 1.8911 3.6303
H 5.8190 0.6068 5.5024
H 5.3072 -1.7999 5.7967
H 3.7717 -2.9660 4.2204
H 2.6468 -1.6189 2.3622

Atoms 1-2, force components in eV/Å:
P -1.5105 -1.0993 -0.2471
P 0.3664 -2.0395 0.0240

Its electronic energy is -51701.473 eV. The value obtained for the relative energy (zero: lowest compared OMol25 entry of this formula, charge and spin) is 0.00 kJ/mol. As for the spin multiplicity: 3. The calculation puts the molar mass at 584.49 u. Its orbital gap (spin up / spin down) is 6.08 / 6.54 eV. Its net charge is 0. The LUMO energy (spin up / spin down) comes out at -0.0033 / -0.0060 Ha.

A molecular structure, C21H37BN8PSn, computed with ωB97M-V/def2-TZVPD.

Geometry (Å):
Sn 0.1492 0.4534 0.0283
C 1.1097 -2.6835 1.3548
C -0.1817 -2.7292 0.6128
C -1.0748 -3.7832 0.4424
C -2.1699 -3.2575 -0.2425
C -3.3990 -3.9748 -0.6691
N -1.9240 -1.9567 -0.4666
N -0.7043 -1.6280 0.0582
B -2.8544 -0.8826 -1.0452
N -2.1380 -0.1332 -2.1906
N -0.9059 0.4861 -2.0014
C -0.5744 1.0966 -3.1213
C 0.6818 1.8648 -3.2897
C -1.6110 0.8820 -4.0678
C -2.5841 0.0941 -3.4206
C -3.8658 -0.4082 -3.9724
N -3.1463 0.1572 0.0514
N -2.1304 0.8937 0.6307
C -2.6859 1.7218 1.4998
C -1.8971 2.6546 2.3475
C -4.0839 1.5325 1.4884
C -4.3292 0.5207 0.5516
C -5.6363 -0.0722 0.1740
H 1.5840 -3.6609 1.3769
H 0.9154 -2.3799 2.3863
H 1.7957 -1.9643 0.9008
H -0.9559 -4.8024 0.7680
H -3.3145 -5.0293 -0.4244
H -3.5592 -3.8760 -1.7434
H -4.2860 -3.5771 -0.1736
H -3.8563 -1.3701 -1.4358
H 1.2534 1.8875 -2.3622
H 0.4645 2.8882 -3.5988
H 1.2979 1.4185 -4.0719
H -1.6467 1.2377 -5.0853
H -3.9793 -0.0913 -5.0053
H -4.7135 -0.0334 -3.3972
H -3.9029 -1.4975 -3.9321
H -0.8630 2.7018 2.0054
H -1.9209 2.3182 3.3858
H -2.3290 3.6542 2.3236
H -4.8201 2.0480 2.0829
H -6.4340 0.3811 0.7554
H -5.6455 -1.1486 0.3482
H -5.8482 0.0841 -0.8850
C 4.7040 -1.9040 -3.0042
N 4.8041 -0.9050 -1.9386
C 6.1422 -0.4254 -1.6024
C 3.7423 -0.5157 -1.2992
N 2.7863 -0.1790 -0.7236
H 5.1410 -2.8488 -2.6767
H 5.2547 -1.5591 -3.8790
H 3.6667 -2.0708 -3.2812
H 6.7971 -1.2780 -1.4197
H 6.1189 0.1971 -0.7124
H 6.5566 0.1494 -2.4314
C 2.4240 3.9266 4.0810
P 2.7661 2.1999 3.6768
C 4.4872 2.0644 3.1401
C 2.4689 1.1771 5.1369
H 3.0822 4.2296 4.9014
H 1.3899 4.0654 4.3955
H 2.6160 4.5613 3.2161
H 5.1342 2.4632 3.9275
H 4.6450 2.6470 2.2327
H 4.7482 1.0233 2.9547
H 3.1726 1.4879 5.9159
H 2.6198 0.1198 4.9240
H 1.4521 1.3370 5.4947

Atoms 1-2, force components in eV/Å:
Sn -1.0161 -0.3819 0.8175
C -0.0839 0.1417 -0.0206

Its electronic energy is -50070.585 eV. The value obtained for the relative energy (zero: lowest compared OMol25 entry of this formula, charge and spin) is 46.11 kJ/mol. As for the spin multiplicity: 1. The calculation puts the molar mass at 562.08 u. Its orbital gap (spin up / spin down) is 4.06 / 5.54 eV. Its net charge is +3. The LUMO energy (spin up / spin down) comes out at -0.4471 / -0.3974 Ha.

A molecular structure, C21H37Cl2I2N2, computed with ωB97M-V/def2-TZVPD.

Geometry (Å):
C -1.3880 -0.8019 -2.7865
C -1.9470 0.5895 -2.1270
C -1.8845 1.8960 -3.1653
C -0.8469 3.0448 -2.6259
C -0.5075 4.2328 -3.7541
N 0.4394 2.4734 -1.9838
N 0.5010 2.7950 -0.6719
C 1.7304 2.2898 -0.0951
C 1.9149 2.6975 1.5199
Cl 0.6454 3.9597 2.0584
C 1.7437 1.4071 2.5209
C 2.7521 1.6972 3.8152
C 2.9087 1.4325 -0.7070
C 4.2004 0.9614 0.1830
C 4.1531 -0.6604 0.5911
C 5.4358 -1.5012 -0.0709
Cl 2.6185 -1.5138 -0.0079
C 2.7586 1.0781 -2.2795
I 4.2078 -0.0576 -3.4602
C 1.3754 1.7384 -2.8271
I 1.1909 1.3201 -5.0174
H -1.3161 -1.5871 -1.8898
H -2.1517 -1.2884 -3.5515
H -0.3513 -0.7219 -3.3231
H -1.4409 0.8562 -1.0812
H -3.0947 0.3932 -1.8633
H -1.7602 1.5900 -4.2865
H -2.9761 2.3755 -3.0898
H -1.4967 3.6563 -1.8266
H -1.3096 5.1090 -3.6590
H -0.6461 3.8095 -4.8583
H 0.5591 4.6844 -3.5826
H 2.9887 3.1814 1.6786
H 0.6417 1.2911 2.9615
H 2.0088 0.3715 2.0450
H 3.8264 1.2422 3.6527
H 2.8916 2.8577 3.9146
H 2.2751 1.3253 4.8307
H 4.4508 1.6336 1.1064
H 5.1463 1.0471 -0.5410
H 4.2340 -0.6868 1.7750
H 6.3917 -0.8402 -0.2173
H 5.6326 -2.4602 0.5998
H 5.0406 -1.9130 -1.1051
C -1.8030 -0.6800 1.9553
C -1.7938 -1.9533 1.1233
C -3.1693 -2.3239 0.5650
C -4.2497 -2.6225 1.6117
C -3.9142 -3.7433 2.5995
C -3.7236 -5.0965 1.9335
H -2.4296 -0.7835 2.8469
H -0.7883 -0.4418 2.2900
H -2.1731 0.1677 1.3689
H -1.3875 -2.7780 1.7199
H -1.1049 -1.8123 0.2818
H -3.0567 -3.1885 -0.0991
H -3.5257 -1.5032 -0.0723
H -5.1767 -2.8779 1.0864
H -4.4673 -1.7097 2.1788
H -4.7367 -3.8241 3.3211
H -3.0207 -3.4892 3.1789
H -4.6197 -5.3884 1.3766
H -3.5319 -5.8640 2.6910
H -2.8740 -5.0922 1.2445

Atoms 1-2, force components in eV/Å:
C -0.3426 -0.7981 0.8217
C -0.7996 -0.1134 -0.2707

Its electronic energy is -66587.560 eV. As for the spin multiplicity: 1. The calculation puts the molar mass at 642.26 u. Its orbital gap is 7.98 eV. Its net charge is +1. The LUMO energy comes out at -0.1729 Ha.

6 unconnected molecules or ions with the total composition C21H37Cl2N5, computed with ωB97M-V/def2-TZVPD.

Geometry (Å):
C -3.8423 -1.4168 2.4136
C -2.9196 -2.4749 3.0285
C -1.9359 -2.9027 1.9019
C -1.0955 -4.0331 2.2753
N -0.4335 -4.9000 2.5923
H -3.2786 -0.5388 2.0957
H -4.5648 -1.0492 3.1255
H -4.3386 -1.7570 1.4817
H -3.5395 -3.3168 3.3752
H -2.3514 -2.0055 3.8435
H -1.2478 -2.1584 1.5356
H -2.4704 -3.2557 1.0488
C 5.5672 -0.7168 -2.3845
C 5.9621 0.6987 -1.8142
C 4.8503 1.2969 -0.9427
C 3.5911 1.4495 -1.6256
N 2.5130 1.6259 -2.0407
H 4.7996 -0.5829 -3.1812
H 5.0508 -1.3982 -1.6856
H 6.3737 -1.2561 -2.9041
H 6.2062 1.3773 -2.6501
H 6.8292 0.7016 -1.1962
H 5.1767 2.2853 -0.6709
H 4.6717 0.7594 -0.0082
C 1.4795 -1.3668 3.5282
C 0.6625 -0.1171 3.5279
C 1.3965 1.2823 3.5830
C 2.2395 1.2754 2.3674
N 2.9065 1.2418 1.4122
H 0.8647 -2.2877 3.5287
H 2.1270 -1.4627 4.4152
H 2.2069 -1.4513 2.7018
H -0.1216 -0.0703 4.3622
H 0.0931 -0.0855 2.5592
H 2.0239 1.4115 4.4669
H 0.6361 2.0552 3.5128
C -1.8969 3.9593 -1.7821
C -0.4338 3.5038 -1.8536
C 0.4592 3.9121 -0.6763
C -0.0681 3.5209 0.6967
N -0.4391 3.1648 1.7362
H -2.4821 3.6528 -2.6584
H -1.9959 5.0567 -1.7531
H -2.3113 3.5058 -0.8454
H 0.1388 3.8795 -2.7402
H -0.4682 2.4410 -2.0402
H 0.5096 4.9853 -0.7106
H 1.4158 3.4128 -0.7496
C -3.2664 -2.8930 -1.7592
C -4.0149 -1.6663 -2.2702
C -3.4013 -1.0532 -3.5331
C -2.0638 -0.4560 -3.4322
N -1.0658 0.1113 -3.4111
H -3.7738 -3.2613 -0.8736
H -2.3031 -2.6003 -1.4518
H -3.1310 -3.5791 -2.5965
H -4.0509 -0.9023 -1.5347
H -5.0682 -1.8055 -2.5427
H -4.0181 -0.3324 -4.0080
H -3.3257 -1.8258 -4.3378
Cl 0.6712 -1.9891 -0.5875
C 0.3408 -0.2233 -0.5570
Cl -1.3526 0.0506 0.0116
H 0.9882 0.2795 0.1820
H 0.3191 0.2950 -1.5005

Atoms 1-2, force components in eV/Å:
C 0.1756 0.2590 -0.5528
C 0.1082 0.6821 -1.1415

Its electronic energy is -54871.201 eV. As for the spin multiplicity: 1. The calculation puts the molar mass at 430.47 u. Its orbital gap is 11.35 eV. Its net charge is 0. The LUMO energy comes out at 0.0256 Ha.

A molecular structure, C21H37ClO10P2SSi2, computed with ωB97M-V/def2-TZVPD.

Geometry (Å):
C 1.4534 6.5321 -1.8007
C -0.0360 6.5449 -2.3519
C -0.3235 5.3472 -3.3565
C -1.7962 4.7737 -3.1067
C -1.9724 3.3579 -3.7745
C -1.3389 2.1504 -2.9877
C -1.7769 2.0328 -1.4617
Si -0.2921 1.2177 -0.5441
O -0.8116 0.2529 0.7809
Si 0.3671 -0.8173 1.3957
C 1.7610 -1.2683 0.2055
C 2.9950 -0.4684 0.0472
C 4.0807 -0.8609 -0.8608
C 3.8931 -2.0937 -1.6442
C 2.6822 -2.9087 -1.5621
C 1.6529 -2.4725 -0.6262
P -0.5283 -2.6765 2.2653
O -2.0735 -2.8105 1.6344
O 0.3089 -4.0597 1.8431
S -0.5376 -2.5800 4.2109
P 1.0848 2.8913 -0.0249
O 0.1512 4.3277 0.0397
Cl 1.8445 2.7009 1.9124
H 1.3998 6.8397 -0.7185
H 1.8762 5.4927 -1.7950
H 2.1238 7.2637 -2.3258
H -0.6968 6.3676 -1.4552
H -0.3461 7.5436 -2.7606
H 0.3785 4.4992 -3.1367
H -0.1965 5.6249 -4.4311
H -2.1132 4.8381 -2.0360
H -2.4789 5.4768 -3.6716
H -1.4248 3.4108 -4.7637
H -3.0483 3.1720 -4.0573
H -0.2202 2.0954 -3.0385
H -1.7149 1.2122 -3.4912
H -2.6836 1.3761 -1.3586
H -2.0284 3.0062 -0.9714
H 0.3813 0.4086 -1.5831
H 1.0069 -0.1348 2.5376
H 3.1595 0.4759 0.6160
H 5.0028 -0.2438 -0.9554
H 4.6965 -2.4296 -2.3354
H 2.5056 -3.8259 -2.1614
H 0.7153 -3.0770 -0.5258
H -2.3568 -1.8818 1.4932
H 1.2702 -3.8863 1.8290
H -0.3069 4.3389 -0.8240
C -4.9768 -2.7280 1.8186
C -5.8870 -1.5418 2.0475
C -7.0740 -1.8593 2.9109
O -8.0094 -0.8610 2.5061
C -7.7290 -0.5828 1.2013
O -8.4390 0.0350 0.4750
O -6.5227 -1.1108 0.8397
H -5.5490 -3.6184 1.5474
H -4.2841 -2.5379 1.0008
H -4.4058 -2.9525 2.7203
H -5.3092 -0.6978 2.4402
H -6.8542 -1.7917 3.9759
H -7.5100 -2.8392 2.6953
C 5.7481 -5.7153 1.8133
C 5.4336 -4.3379 2.3520
C 4.0221 -3.9012 2.0837
O 4.1396 -2.4810 2.1234
C 5.4034 -2.1918 1.7064
O 5.7828 -1.1057 1.4027
O 6.1771 -3.3156 1.6817
H 5.3917 -5.8283 0.7866
H 6.8243 -5.8939 1.7970
H 5.2716 -6.4830 2.4258
H 5.6824 -4.2876 3.4173
H 3.3166 -4.2651 2.8324
H 3.6682 -4.1837 1.0863

Atoms 1-2, force components in eV/Å:
C -0.5698 0.5585 0.4938
C 0.3091 -0.8062 0.2617

Its electronic energy is -100546.390 eV. As for the spin multiplicity: 1. The calculation puts the molar mass at 635.16 u. Its orbital gap is 8.13 eV. Its net charge is 0. The LUMO energy comes out at -0.0148 Ha.